C4H5NO3S2 | the ωB97M-V functional and the def2-TZVPD basis

Cartesian coordinates (Å):
S 0.97771 -0.61016 -1.49573
C 0.44077 0.81722 -2.53629
C -1.08052 -0.32328 2.35827
C 0.11369 -0.63145 0.09378
H -0.61735 0.48578 -2.42970
H 0.79773 0.61272 -3.54333
H -0.59036 -2.22092 1.32006
N -0.49990 0.90853 2.63449
S 0.68231 1.81517 1.85237
C -0.45574 -1.11193 1.15429
H 0.63020 1.84327 -2.26498
O -2.05390 -0.64552 2.95721
H -1.17406 1.51412 3.19891
O 0.51381 -1.81930 -2.22310
O 2.31561 -0.63424 -1.07626

Kohn-Sham gap (alpha / beta), eV: 8.37 / 6.51
ΔE to the lowest compared entry with this formula, charge and spin, kcal/mol: 99.3
Energy, Ha: -1232.079268
LUMO energy (alpha / beta), eV: -1.217 / -2.190


C4H10N | the ωB97M-V functional and the def2-TZVPD basis

Cartesian coordinates (Å):
H 3.44404 -0.05763 -0.00973
H -1.59756 -1.26046 1.00566
C 1.44794 -0.14620 0.47709
H -2.23395 -1.04192 -0.71116
H -1.13818 0.90251 1.31716
H -0.10774 0.25660 -1.20782
H -0.36056 2.24248 0.00805
C -0.99374 1.28316 0.25160
H 1.33362 -0.72095 1.47442
H -1.96214 1.41484 -0.12580
C 2.46015 0.03051 -0.32878
H -0.84491 -2.16229 -0.46203
N -0.41207 0.06182 -0.29453
C -1.24896 -1.11032 -0.10643
H 2.21408 0.30785 -1.28768

Kohn-Sham gap, eV: 11.39
Charge: +1
ΔE to the lowest compared entry with this formula, charge and spin, kcal/mol: 91.5
Energy, Ha: -212.774522
LUMO energy, eV: -4.507


C19H30Cl4N6O12 | the ωB97M-V functional and the def2-TZVPD basis

Cartesian coordinates (Å):
Cl -4.11765 -4.02598 -3.00370
O -0.66051 -3.09275 1.89622
H -1.19171 -0.73500 0.99323
C -0.83658 -1.63890 -1.53865
H 5.33016 -3.81745 0.70925
N 3.07096 -3.60668 0.75497
H -0.72389 0.12728 1.55070
H 2.12157 -0.61054 -2.76920
H 4.65258 -2.47900 1.60258
O 2.84645 -4.63797 0.15039
O -1.95040 3.77128 -2.06977
H -2.60622 -1.54768 0.11766
H -2.93789 0.93074 -1.07920
H 4.64785 -2.44103 -0.11441
H 1.01187 -1.35678 4.00366
C 1.20632 -0.02779 -2.87325
C -3.19789 -2.71609 -3.87667
O 2.59615 1.66242 -2.00910
H 0.39304 1.48356 0.16269
C 2.10247 4.92760 0.57163
N 1.52068 1.41930 -2.55057
O -2.48682 -0.08034 2.83666
Cl -4.22721 -2.13873 -5.23003
H -1.73590 0.29595 -1.69830
H 0.92852 2.83625 -1.87237
H -3.19811 2.37053 -0.05424
Cl -1.73562 -3.46001 -4.53123
H 0.35969 1.25477 2.35491
C 4.49801 -3.11375 0.73005
C 1.84978 4.35531 -0.74056
O 0.69555 2.26963 -2.90478
C -1.06325 -0.32590 -1.12626
C -0.68013 0.93668 2.27944
H -3.93460 2.23165 -1.65130
H -1.49283 -2.04458 -2.29441
Cl -2.66327 -1.39653 -2.83685
C -2.00294 -1.46247 1.02148
H 1.35092 -0.13618 1.16737
H -1.24187 0.75339 3.19538
C 0.91108 2.42786 0.24226
H 1.01065 2.23044 2.29898
H 0.41151 -3.40052 -1.43383
H 2.13419 4.39600 2.66742
C 0.22620 -2.41015 -1.04493
H 0.87795 -0.20199 -3.89790
O -0.37304 -0.93623 2.00097
N -0.10820 -2.09507 2.31866
C -0.19212 0.18909 -0.22383
C 1.95408 4.11260 1.64095
H 2.14403 4.93290 -1.60440
H 2.57327 5.88713 0.72673
C 1.29487 2.88155 1.48554
C 1.18528 3.16993 -0.87782
O 2.18469 -2.96600 1.22721
H 1.72312 -2.78212 3.23093
H -1.68616 -2.46311 1.31553
O -3.99961 -1.31282 2.14401
H 0.39648 -0.34028 -2.21399
C 0.78261 -0.58704 0.36727
N -2.87054 -0.91202 2.09920
O -1.51037 2.11978 0.43008
H 0.13421 -2.87036 4.16353
N -1.84305 2.69031 -1.55336
O -0.82127 1.96664 -1.44100
C -3.03655 2.01625 -1.07231
H -0.31221 1.25093 -0.06735
N -1.42282 2.06845 1.66463
H 1.82350 -2.50673 0.33956
C 0.78515 -2.29792 3.50271
C 1.08378 -1.86731 -0.11910
O -1.95767 2.87553 2.41004

Kohn-Sham gap, eV: 6.34
ΔE to the lowest compared entry with this formula, charge and spin, kcal/mol: 754.5
Energy, Ha: -3812.315501
LUMO energy, eV: -1.650


C5H9BN | the ωB97M-V functional and the def2-TZVPD basis

Cartesian coordinates (Å):
C 0.73561 -0.88722 1.90589
C 1.44911 1.32540 -1.51357
H 0.40793 1.61022 -1.52524
C 0.01719 -0.57912 0.57078
H 1.63432 0.44862 -2.37948
H -3.09525 -1.92199 -0.29730
N 1.89247 0.98668 -0.20015
H 2.79102 1.33114 -0.07247
H -3.52428 -0.71890 0.73059
C -2.78569 -0.91915 -0.04195
B -1.32229 -0.69745 0.07344
H 0.51479 -0.19040 2.79124
H 1.19027 -1.88708 2.10118
C 1.15089 0.05233 0.46633
H 1.95447 2.21622 -1.76627
H -3.01057 -0.16927 -0.84302

Structure (SMILES): C/B=C1\C\C1=[NH+]\C
Kohn-Sham gap, eV: 9.01
Charge: +1
ΔE to the lowest compared entry with this formula, charge and spin, kcal/mol: 0.0
Energy, Ha: -275.109542
LUMO energy, eV: -4.764


C23H25N3O5 | the ωB97M-V functional and the def2-TZVPD basis

Cartesian coordinates (Å):
H -2.79634 3.16993 1.45538
C 4.49326 0.99830 1.06681
C 0.84160 1.64825 -0.05241
H -2.96301 2.83276 -0.71655
H 2.39527 -2.02888 -1.55488
C 1.03802 -1.60153 1.46020
H 1.93156 -1.35475 2.01352
C 1.74167 0.96733 -1.01700
C 5.33178 -0.07949 0.37901
C 4.45190 -0.84136 -0.61918
O -3.19592 1.13225 1.41333
O 1.23573 0.25611 -1.87430
C -1.32745 -1.76086 1.24849
C -0.22001 -1.42824 2.01206
H 5.11952 1.60033 1.72565
C -2.34205 2.19934 1.70989
H -2.33028 -1.62411 1.62750
N 1.12163 2.60538 0.79847
C -3.68331 1.00178 0.13523
C -4.75237 0.52240 -2.38358
C -0.03269 -2.39197 -0.50800
C 2.49164 -2.26635 -0.49138
O -4.53535 -1.02605 0.95374
H -4.52092 -2.85576 -0.01703
C -4.92567 -0.41168 -1.37220
C 3.81487 1.90851 0.03944
C 1.14742 -2.09128 0.16518
C 3.90528 0.17988 -1.63930
H -5.16305 0.32672 -3.36215
C -4.40567 -0.18510 -0.10892
H 5.72145 -0.77554 1.12222
H -0.33903 -1.04037 3.01245
H 4.74188 0.69642 -2.11735
C -3.52103 1.92468 -0.88131
H 6.17271 0.36813 -0.15333
C -1.00174 2.07990 1.05466
H -5.46755 -1.31917 -1.58332
H 3.13678 2.60409 0.53134
O 3.43381 -1.43303 0.15453
N 3.07893 1.12808 -0.92756
O -0.01080 2.88032 1.48754
H -3.91707 2.41618 -2.92164
H 3.72458 0.51229 1.66676
H -2.20752 2.16892 2.79676
H -6.14211 -2.22834 0.41458
C -4.05791 1.68662 -2.13938
N -1.23443 -2.23817 0.01683
C -5.09517 -2.29737 0.72848
H -5.04406 -2.81488 1.68549
H 4.57682 2.47495 -0.50996
H 2.81564 -3.31783 -0.40488
H 3.29381 -0.29358 -2.40838
C -0.52431 1.27221 0.06591
H 5.03642 -1.61082 -1.15102
H -0.00928 -2.76704 -1.52310
H -1.02784 0.52146 -0.50333

Structure (SMILES): COc1ccccc1OCc1cc(C(=O)N2CCC[C@@H](OCc3cccnc3)C2)no1
Kohn-Sham gap, eV: 8.90
ΔE to the lowest compared entry with this formula, charge and spin, kcal/mol: 91.4
Energy, Ha: -1431.849388
LUMO energy, eV: 0.748


Q: Which of these has the highest energy?
A: C4H10N